# 1
Entry from OMol25: a molecular structure, C27H19AgBr2N5O (the ωB97M-V functional and the def2-TZVPD basis).

Its HOMO energy is -4.02 eV. For the electronic energy, the calculation gives -6684.3896 hartree. The value obtained for the energy above the lowest of the compared OMol25 structures with the same formula, charge and spin is 0.136 eV. As for the HOMO-LUMO gap: 6.06 eV. The LUMO energy comes out at 2.0 eV. The charge is -1.

Geometry as XYZ:
```
55
C27H19AgBr2N5O (the ωB97M-V functional and the def2-TZVPD basis)
Ag -0.27948 -0.36023 0.37333
Br 2.01533 -4.51670 5.95810
Br -3.09108 -3.09588 4.04625
O -1.45300 -1.34781 2.14094
N -0.00188 -1.74831 -1.50427
N -2.30204 1.44668 -1.06123
N 1.28951 -1.04108 1.99784
N -1.02271 1.98471 0.91592
N -1.45446 0.55185 -1.30736
C 2.58606 -0.88933 1.89814
C -2.78516 -0.79454 -4.46247
C 1.07554 -2.62084 -1.61423
C -0.77262 -1.40599 -2.51649
C 2.01214 -2.58734 -2.65698
C -0.89014 -2.14477 -3.75108
C -0.40145 -3.60622 4.79365
C 3.34804 -4.29290 -1.58906
C -2.55124 4.26589 1.24639
C 2.43579 -4.32128 -0.53768
C -2.76085 3.42765 0.17158
C -1.97603 2.28127 0.03378
C -0.72074 -1.99267 2.93545
C 3.46913 -1.56771 2.76305
C -2.68245 -0.03004 -3.33919
C 3.12779 -3.41524 -2.64202
C -1.21078 -2.88200 3.92016
C 0.96065 -3.48273 4.74754
C 1.32296 -3.49671 -0.54662
C 1.57196 -2.61704 3.81345
C -1.67560 -0.27725 -2.37847
C 0.74860 -1.88278 2.92110
C -1.56241 3.95054 2.16867
C -1.86480 -1.85862 -4.65584
C -0.82932 2.79739 1.94808
C 3.08893 -0.01020 0.78610
C 2.96793 -2.41615 3.70364
H -3.34952 0.80303 -3.16379
H 0.61826 -3.50087 0.27726
H 3.63029 -2.95137 4.37139
H -0.23572 -2.98743 -3.91607
H -3.54800 -0.58896 -5.20268
H 4.53689 -1.41446 2.66695
H 4.22221 -4.93216 -1.57862
H -3.52176 3.61909 -0.57379
H -3.15594 5.15559 1.37205
H -1.94804 -2.47185 -5.54746
H 2.59710 -4.98757 0.30206
H 2.45604 0.87247 0.68870
H 4.12197 0.29829 0.95412
H -0.04683 2.49987 2.64032
H 3.84007 -3.36303 -3.45803
H 3.04015 -0.55272 -0.16237
H -0.85911 -4.27439 5.51096
H -1.37318 4.56962 3.03511
H 1.87265 -1.88032 -3.46525
```

Computed Löwdin charges, given in elementary charges:
1 Ag 0.763
2 Br 0.692
3 Br 0.711
4 O -0.151
5 N 0.021
6 N 0.045
7 N 0.097
8 N 0.074
9 N -0.038
10 C -0.337
11 C -0.127
12 C -0.306
13 C -0.248
14 C -0.059
15 C -0.039
16 C -0.206
17 C -0.128
18 C -0.089
19 C -0.101
20 C -0.030
21 C -0.321
22 C -0.468
23 C -0.027
24 C -0.053
25 C -0.114
26 C -0.621
27 C -0.650
28 C -0.038
29 C -0.205
30 C -0.216
31 C -0.133
32 C -0.085
33 C -0.108
34 C -0.144
35 C -0.037
36 C -0.041
37 H 0.093
38 H 0.105
39 H 0.069
40 H 0.096
41 H 0.083
42 H 0.105
43 H 0.086
44 H 0.102
45 H 0.099
46 H 0.094
47 H 0.097
48 H 0.064
49 H 0.070
50 H 0.107
51 H 0.091
52 H 0.075
53 H 0.085
54 H 0.093
55 H 0.107

***

# 2
Entry from OMol25: 2 unconnected molecules or ions with the total composition C5H10NO at a distorted geometry (the ωB97M-V functional and the def2-TZVPD basis).

Its HOMO energy (spin up / spin down) is -13.80 / -13.49 eV. For the electronic energy, the calculation gives -325.9543 hartree. The value obtained for the energy above the lowest of the compared OMol25 structures with the same formula, charge and spin is 8.912 eV. As for the HOMO-LUMO gap (spin up / spin down): 8.07 / 8.08 eV. The LUMO energy (spin up / spin down) comes out at -5.7 / -5.4 eV. The charge is +1.

Geometry as XYZ:
```
17
C5H10NO (the ωB97M-V functional and the def2-TZVPD basis)
O -2.32002 0.28301 -0.40122
N -1.66807 -0.69534 -0.75574
C -3.60292 0.24448 0.24245
C 1.33703 0.10969 -0.12397
C 2.69409 0.84969 -0.24798
C 1.43064 -1.16994 0.70280
C 0.44375 0.56796 -0.90396
H 0.05263 1.09486 -1.69087
H -4.19733 -0.43814 -0.36118
H 0.84886 -2.01102 0.35170
H 2.40992 1.88670 -0.10230
H 3.27388 0.44628 0.51566
H -4.04875 1.12907 0.15757
H 1.17834 -0.93637 1.84870
H -3.46738 -0.34865 1.11609
H 3.15816 0.47889 -1.15037
H 2.47715 -1.49116 0.80261
```

Computed Löwdin charges, given in elementary charges:
1 O -0.161
2 N 0.219
3 C 0.040
4 C -0.336
5 C 0.018
6 C -0.022
7 C 0.292
8 H 0.074
9 H 0.111
10 H 0.076
11 H 0.103
12 H 0.063
13 H 0.064
14 H 0.153
15 H 0.108
16 H 0.110
17 H 0.087

***

# 3
Entry from OMol25: 2 unconnected molecules or ions with the total composition C5H9NSi at a distorted geometry (the ωB97M-V functional and the def2-TZVPD basis).

Its HOMO energy is -8.70 eV. For the electronic energy, the calculation gives -540.0255 hartree. The value obtained for the energy above the lowest of the compared OMol25 structures with the same formula, charge and spin is 3.070 eV. As for the HOMO-LUMO gap: 8.53 eV. The LUMO energy comes out at -0.2 eV. The charge is 0.

Geometry as XYZ:
```
16
C5H9NSi (the ωB97M-V functional and the def2-TZVPD basis)
Si -3.34040 0.64061 0.34442
N -3.33460 -0.75597 -0.41126
C 0.68545 0.85041 -0.49693
C 0.42369 -0.56808 -0.76559
C 1.39928 -1.33024 -0.31132
C 1.82742 0.88761 0.13420
C 2.38998 -0.46434 0.44823
H 2.21901 1.70810 0.63582
H -0.41923 -0.76015 -1.33184
H -2.89549 -1.50172 0.10557
H 1.54365 -2.29331 -0.58987
H 3.53288 -0.45595 0.09618
H 2.41245 -0.52930 1.53918
H -2.97757 1.77698 -0.44782
H -3.54544 1.04884 1.63567
H 0.07890 1.74652 -0.58463
```

Computed Löwdin charges, given in elementary charges:
1 Si 0.594
2 N -0.250
3 C -0.098
4 C -0.102
5 C -0.084
6 C -0.152
7 C -0.170
8 H 0.080
9 H 0.068
10 H -0.073
11 H 0.063
12 H 0.160
13 H 0.114
14 H -0.106
15 H -0.140
16 H 0.098

***

# 4
Entry from OMol25: a molecular structure, C39H35BrClLuNO11Sb at a distorted geometry (the ωB97M-V functional and the def2-TZVPD basis).

Its HOMO energy is -1.37 eV. For the electronic energy, the calculation gives -6899.8567 hartree. The value obtained for the energy above the lowest of the compared OMol25 structures with the same formula, charge and spin is 0.538 eV. As for the HOMO-LUMO gap: 5.55 eV. The LUMO energy comes out at 4.2 eV. The charge is -2.

Geometry as XYZ:
```
90
C39H35BrClLuNO11Sb (the ωB97M-V functional and the def2-TZVPD basis)
Lu 1.37218 -1.52244 0.59046
Sb -1.84046 1.44616 -1.17661
Br -0.31969 2.34535 3.84486
Cl 0.53441 -5.85639 -1.30763
O 0.07797 -2.67685 2.05045
O 2.63866 -3.10909 1.42829
O 3.68582 1.91442 -0.60165
O 1.66039 -4.56990 2.79711
O 2.51220 -0.16875 1.92069
O 2.57126 -3.06529 -2.59520
O 4.18455 1.40528 2.11385
O -0.70298 -0.55758 0.57246
O 2.60195 -0.19185 -0.69864
O -2.82204 -1.31995 0.62126
O 0.90510 -2.52509 -1.15516
N 0.75985 3.80014 1.70458
C -2.09375 0.31638 -4.22087
C 3.77038 -5.17893 1.81255
C -0.41597 3.28756 -3.23390
C -1.66153 -1.35041 1.02598
C 0.91160 3.50572 2.97462
C -4.27307 -1.22210 -3.60834
C -3.46921 2.44046 0.03033
C 5.70924 -5.81567 0.52407
C -3.93442 -1.01117 -4.94591
C -3.88422 3.95739 1.87026
C -2.71770 3.95680 -2.93512
C -3.59018 -0.64055 -2.58260
C 3.70749 -6.45724 2.38894
C -1.30405 -2.29452 2.14750
C -5.16351 1.99753 1.70141
C 1.48688 -3.27043 -2.07233
C -2.53823 4.97230 -3.89766
C 3.03615 4.65349 3.04857
C 1.73490 4.45783 1.02526
C 2.87446 4.94946 1.66187
C 0.60432 -4.46111 -2.47159
C -2.19551 -3.52954 2.07461
C 2.63901 -4.22275 2.06202
C -4.49671 1.65097 0.53574
C 3.36209 0.71966 1.58044
C -0.28101 4.27175 -4.19730
C 2.06243 3.94749 3.73243
C 4.80846 -4.85000 0.91876
C 3.98622 5.68343 0.94296
C -2.53866 0.21608 -2.88645
C -1.44467 -1.51720 3.44761
C -2.80850 -0.31714 -5.23765
C -1.61825 3.15413 -2.59342
C 3.17549 0.86733 -0.24724
C -1.30704 5.15535 -4.52166
C -4.86340 3.14404 2.39832
C -3.24039 3.67709 0.65875
C 5.61501 -7.12153 1.04823
C 4.57069 -7.42979 1.89708
H -0.43468 -4.11663 -2.45288
H 6.46873 -5.61668 -0.22663
H 0.48184 -3.52446 2.38790
H -5.34144 3.41192 3.35900
H -3.89609 -0.89561 -1.58310
H 3.85103 5.12754 3.60302
H 1.60222 4.58438 -0.04722
H -3.67756 3.79620 -2.41498
H -0.79443 -0.64507 3.50360
H -1.21879 -2.20682 4.25982
H 3.65413 5.81328 -0.07299
H -5.94644 1.32778 2.08356
H -1.10194 5.95651 -5.20962
H -4.93453 0.84770 -0.03004
H -3.22691 -3.17823 1.94690
H 2.15671 3.77207 4.79568
H 0.71023 4.34322 -4.65411
H -3.60014 4.87911 2.37829
H 4.20461 6.62128 1.41623
H 0.46994 2.65097 -3.01189
H -2.04322 -4.07879 2.98956
H -1.92359 -4.09908 1.18690
H -1.24227 0.99486 -4.47985
H -4.45242 -1.53651 -5.76942
H -5.11277 -1.85556 -3.43484
H -3.41266 5.61338 -4.11555
H -2.53541 4.40148 0.30192
H 6.35938 -7.88436 0.79365
H 2.95294 -6.71674 3.17081
H -2.52320 -0.14251 -6.25567
H 0.84765 -4.85359 -3.45339
H 4.40597 -8.46044 2.17295
H 4.86179 5.07256 0.94048
H 4.81067 -3.88177 0.42894
H -2.45337 -1.16173 3.52758
```

Computed Löwdin charges, given in elementary charges:
1 Lu 1.753
2 Sb 1.630
3 Br 0.716
4 Cl 0.494
5 O -0.157
6 O -0.147
7 O -0.009
8 O -0.023
9 O -0.205
10 O 0.044
11 O 0.023
12 O -0.289
13 O -0.190
14 O 0.010
15 O -0.240
16 N 0.050
17 C -0.103
18 C -0.117
19 C -0.176
20 C -0.589
21 C -0.743
22 C -0.113
23 C -0.342
24 C -0.087
25 C -0.126
26 C -0.120
27 C -0.127
28 C -0.152
29 C -0.024
30 C -0.517
31 C -0.120
32 C -0.665
33 C -0.112
34 C -0.039
35 C -0.082
36 C -0.242
37 C -0.475
38 C -0.002
39 C -0.519
40 C -0.151
41 C -0.579
42 C -0.117
43 C -0.102
44 C -0.012
45 C -0.048
46 C -0.322
47 C -0.002
48 C -0.128
49 C -0.398
50 C -0.539
51 C -0.117
52 C -0.127
53 C -0.129
54 C -0.107
55 C -0.118
56 H 0.062
57 H 0.096
58 H 0.066
59 H 0.102
60 H 0.073
61 H 0.112
62 H 0.113
63 H 0.091
64 H 0.052
65 H 0.090
66 H 0.068
67 H 0.100
68 H 0.083
69 H 0.084
70 H 0.085
71 H 0.086
72 H 0.099
73 H 0.096
74 H 0.063
75 H 0.117
76 H 0.079
77 H 0.094
78 H 0.103
79 H 0.101
80 H 0.086
81 H 0.094
82 H 0.088
83 H 0.093
84 H 0.126
85 H 0.089
86 H 0.062
87 H 0.088
88 H 0.077
89 H 0.123
90 H 0.085